C34H28N2O5 | ωB97M-V with the def2-TZVPD basis set

Geometry as XYZ:
```
69
Properties=species:S:1:pos:R:3:forces:R:3:lowdin_charge:R:1
C -4.0501 -4.4315 -0.8000 0.120 -0.199 0.037 -0.08
H -3.4222 -4.3317 0.0909 -0.010 0.005 -0.037 0.10
O -4.7815 -3.2542 -1.0520 -0.151 0.263 -0.062 -0.08
C -4.1047 -2.1069 -1.3050 -0.005 0.220 -0.023 -0.28
C -2.7186 -1.9831 -1.3231 -0.083 -0.338 0.076 -0.01
C -2.1375 -0.7530 -1.5732 -0.155 0.245 -0.105 -0.02
C -2.9165 0.3718 -1.8028 0.087 -0.088 -0.197 -0.23
C -4.3005 0.2404 -1.8049 0.145 -0.090 -0.097 -0.04
C -4.8897 -0.9796 -1.5596 -0.007 -0.219 0.018 0.01
H -5.9622 -1.0891 -1.5513 -0.152 -0.015 0.011 0.12
H -4.9227 1.1032 -1.9933 -0.078 0.112 0.022 0.12
C -2.2615 1.7147 -2.0171 -0.470 -0.160 -0.383 -0.07
N -1.2161 1.9474 -1.0352 0.119 0.143 0.135 -0.02
C 0.0603 2.1249 -1.4294 0.697 0.194 0.143 0.05
C 1.1121 2.1773 -0.5657 -0.732 0.006 -0.191 -0.06
C 0.9009 1.9837 0.8433 0.458 -0.051 -0.117 -0.14
C 1.9320 1.9056 1.7339 -0.352 0.037 0.228 0.03
C 3.3003 1.9462 1.3389 0.019 -0.150 -0.180 -0.36
O 4.2341 1.6855 2.0831 0.019 0.106 -0.104 0.07
C 3.6200 2.3466 -0.1179 0.335 0.121 0.013 -0.32
C 2.4595 2.3365 -1.1163 0.056 0.169 -0.344 -0.31
O 2.6698 2.5219 -2.2982 -0.007 0.051 0.233 0.11
C 4.2491 3.7410 -0.1077 0.034 -0.366 -0.092 0.04
H 4.5342 4.0148 -1.1208 -0.046 0.016 -0.058 0.10
H 5.1299 3.7225 0.5292 0.000 0.004 0.088 0.10
H 3.5347 4.4639 0.2798 -0.049 0.084 0.039 0.10
O 4.6228 1.4333 -0.6037 0.220 0.713 0.158 0.09
C 4.1513 0.2425 -0.9384 -0.108 -0.741 -0.473 -0.47
O 2.9699 -0.0222 -0.9448 0.151 -0.053 0.148 0.15
C 5.2581 -0.7243 -1.2656 0.001 0.108 0.107 -0.06
C 5.7342 -1.3829 0.0445 -0.076 -0.010 -0.111 -0.12
C 4.6153 -2.1596 0.6809 0.117 -0.089 0.138 -0.24
C 4.2507 -3.4026 0.1788 0.013 0.023 0.015 -0.05
C 3.1900 -4.1005 0.7265 -0.031 -0.102 -0.086 -0.09
C 2.4769 -3.5599 1.7829 -0.121 -0.032 0.070 -0.10
C 2.8366 -2.3244 2.2922 -0.084 -0.017 0.056 -0.08
C 3.9015 -1.6294 1.7469 0.075 -0.007 0.007 -0.03
H 4.1794 -0.6670 2.1504 0.031 0.128 0.034 0.10
H 2.2862 -1.8980 3.1185 -0.036 0.038 0.075 0.10
H 1.6453 -4.1030 2.2094 -0.048 -0.042 0.037 0.10
H 2.9180 -5.0675 0.3274 -0.012 -0.069 -0.021 0.10
H 4.8040 -3.8278 -0.6475 0.066 -0.049 -0.094 0.11
H 6.5703 -2.0465 -0.1877 0.008 0.067 0.039 0.12
H 6.0823 -0.6045 0.7253 0.069 -0.036 -0.004 0.12
H 4.8724 -1.4828 -1.9468 -0.009 0.082 0.008 0.13
H 6.0817 -0.1814 -1.7284 -0.019 -0.026 -0.056 0.13
H 1.7361 1.7068 2.7770 -0.030 0.001 0.124 0.12
C -0.4716 1.8213 1.2207 -0.298 0.006 -0.177 0.07
C -1.4772 1.8051 0.3129 0.389 -0.007 0.493 -0.15
C -2.8760 1.6150 0.7457 -0.296 0.025 0.257 -0.17
C -3.8297 2.6122 0.5576 0.144 -0.052 0.032 -0.02
C -5.1359 2.4127 0.9552 -0.087 -0.112 0.038 -0.01
C -5.5016 1.2051 1.5497 0.858 0.142 -0.242 -0.23
C -4.5426 0.2173 1.7753 -0.134 0.122 0.025 0.00
C -3.2378 0.4310 1.3846 0.089 0.137 -0.026 -0.01
H -2.4898 -0.3299 1.5466 0.060 -0.092 -0.021 0.13
H -4.8306 -0.7081 2.2506 -0.021 -0.067 0.022 0.13
C -6.8468 0.9868 1.9282 -0.468 -0.070 0.139 -0.19
N -7.9389 0.8136 2.2291 -0.386 -0.069 0.104 0.17
H -5.8787 3.1828 0.8083 -0.044 0.039 0.005 0.12
H -3.5432 3.5539 0.1121 0.026 0.073 -0.059 0.13
H -0.7086 1.7023 2.2667 -0.111 -0.003 0.074 0.13
H 0.2473 2.2243 -2.4892 -0.047 -0.027 -0.062 0.15
H -1.7999 1.7542 -3.0077 0.002 0.113 0.162 0.14
H -3.0149 2.5064 -1.9637 0.097 -0.073 -0.078 0.12
H -1.0594 -0.6747 -1.5763 0.142 0.002 0.036 0.13
H -2.0797 -2.8326 -1.1429 0.032 -0.118 0.023 0.11
H -4.7939 -5.2082 -0.6309 0.095 0.024 -0.004 0.09
H -3.4268 -4.7077 -1.6560 -0.012 0.020 0.036 0.10
```
Forces are in eV/Å.

The frontier orbital gap comes out at 7.33 eV. The calculation puts the LUMO energy at -0.484 eV. For the largest force on an atom, the calculation gives 0.9 eV/A. The SMILES is COc1ccc(CN2C=C3C(=O)[C@](C)(OC(=O)CCc4ccccc4)C(=O)C=C3C=C2c2ccc(C#N)cc2)cc1.

---

C34H28N5O6SW | ωB97M-V with the def2-TZVPD basis set

Geometry as XYZ:
```
75
Properties=species:S:1:pos:R:3:forces:R:3:lowdin_charge:R:1
W 0.5456 0.7215 0.2272 -0.664 1.149 -0.646 2.07
C -2.7896 -1.1543 -1.5126 0.039 0.031 -0.003 0.01
C -1.5234 -1.0819 -2.3108 0.070 0.029 -0.107 -0.26
C -1.3647 -2.0029 -3.3534 -0.050 -0.006 0.014 0.02
C -0.2732 -1.9384 -4.1868 0.030 0.031 -0.011 0.02
C 0.6393 -0.9052 -4.0032 -0.059 -0.063 0.019 0.03
C 0.4283 -0.0296 -2.9584 0.097 0.063 0.050 -0.23
N -0.6000 -0.1321 -2.0924 -0.116 -0.046 0.213 0.11
C 1.2993 1.1368 -2.7392 0.002 0.118 0.016 -0.16
C 2.1316 1.6218 -3.7299 -0.069 -0.092 -0.055 0.05
C 2.8600 2.7763 -3.5169 0.046 0.056 -0.013 0.05
C 2.7080 3.4613 -2.3244 -0.029 -0.003 0.052 0.06
C 1.8673 2.9531 -1.3563 -0.048 -0.007 0.018 -0.17
N 1.1905 1.7852 -1.5426 0.327 -0.234 -0.070 0.00
C 1.5854 3.6545 -0.0960 0.095 -0.039 -0.082 -0.20
C 2.1827 4.8534 0.2187 -0.026 -0.034 0.029 0.05
C 1.8434 5.4655 1.4173 0.001 0.001 -0.003 0.04
C 0.8891 4.8700 2.2061 -0.052 -0.005 0.062 0.04
C 0.2944 3.6586 1.8444 0.117 0.110 -0.170 -0.24
C -0.8262 3.1918 2.7226 -0.059 0.003 -0.047 0.01
N 0.6782 3.0419 0.6994 0.070 -0.181 0.251 0.04
H -3.6065 -1.4299 -2.1782 0.002 -0.028 0.019 0.11
H -3.0444 -0.2052 -1.0573 0.000 0.065 0.042 0.07
H -2.7381 -1.9182 -0.7354 0.014 -0.015 0.023 0.10
H -2.1328 -2.7502 -3.5025 0.014 -0.010 -0.016 0.14
H -0.1431 -2.6527 -4.9884 0.004 -0.006 -0.006 0.14
H 1.4866 -0.8054 -4.6642 0.016 -0.003 0.014 0.13
H 2.1839 1.1193 -4.6834 0.001 0.010 0.003 0.13
H 3.5153 3.1608 -4.2876 0.001 -0.005 -0.001 0.15
H 3.2342 4.3884 -2.1615 0.000 -0.017 -0.020 0.13
H 2.9103 5.3074 -0.4350 -0.008 0.002 0.010 0.13
H 2.3086 6.3949 1.7164 0.006 0.009 -0.006 0.14
H 0.5720 5.3326 3.1303 0.025 0.021 -0.006 0.14
H -0.6885 3.6026 3.7201 0.000 -0.013 0.000 0.11
H -0.9462 2.1239 2.8220 0.071 -0.170 -0.059 0.06
H -1.7632 3.6066 2.3408 -0.013 0.013 0.007 0.10
C -1.8304 2.6267 -0.7942 -0.144 -0.051 0.209 0.04
O -1.4057 1.5705 0.1364 0.117 -0.079 -0.009 -0.31
C -2.3904 1.0039 0.9788 -0.179 0.265 -0.056 -0.27
C -3.5765 1.6154 1.3199 0.105 -0.085 0.026 0.01
C -4.3970 0.9234 2.2055 0.015 -0.034 0.027 0.00
C -4.0164 -0.3134 2.7223 -0.004 0.032 -0.033 -0.01
C -2.8243 -0.9119 2.3421 -0.104 0.097 -0.021 0.04
C -2.0189 -0.2317 1.4416 0.215 -0.247 -0.036 -0.22
N -0.7984 -0.7152 0.8781 -0.171 -0.191 0.101 -0.10
N -0.6143 -1.9822 1.0278 -0.213 -0.099 0.120 0.18
C 0.4166 -2.6856 0.6206 0.095 -0.135 0.025 -0.11
C 1.4761 -2.1259 -0.1494 0.061 0.560 -0.126 -0.21
O 1.3535 -0.8123 -0.4247 0.061 -0.108 0.494 -0.19
C 2.5565 -2.8352 -0.5991 -0.080 -0.326 0.070 0.06
C 2.6103 -4.1831 -0.2434 0.088 0.142 -0.076 0.10
C 1.6146 -4.8280 0.5087 0.002 -0.048 0.001 -0.14
C 1.7472 -6.1986 0.8328 -0.026 0.064 -0.001 0.03
C 0.7748 -6.8235 1.5685 -0.039 0.041 0.011 -0.01
C -0.3466 -6.0960 1.9930 -0.012 -0.048 0.019 0.01
C -0.5014 -4.7540 1.6960 0.038 -0.061 0.006 0.01
C 0.4752 -4.1020 0.9511 -0.008 0.066 -0.021 -0.07
H -2.7292 2.2662 -1.2887 0.004 0.056 -0.013 0.12
H -1.0274 2.7653 -1.5032 0.002 -0.009 -0.046 0.08
H -2.0121 3.5338 -0.2234 -0.024 0.000 -0.036 0.11
H -3.8650 2.5813 0.9307 -0.027 0.004 0.014 0.13
H -5.3375 1.3658 2.5035 -0.009 -0.009 0.006 0.13
H -4.6600 -0.8178 3.4292 -0.014 0.005 0.001 0.13
H -2.5278 -1.8742 2.7313 0.018 -0.008 -0.011 0.12
H 3.3364 -2.3635 -1.1778 0.002 0.021 -0.006 0.14
H 3.4687 -4.7656 -0.5589 0.000 -0.005 -0.004 0.15
H 2.6239 -6.7374 0.4976 0.002 -0.007 -0.006 0.14
H 0.8668 -7.8694 1.8249 -0.001 -0.004 0.000 0.13
H -1.1108 -6.5977 2.5722 0.001 -0.005 -0.002 0.13
H -1.3738 -4.2227 2.0468 0.005 0.028 -0.013 0.11
O 2.6618 -0.7391 2.3511 -0.098 -0.061 -0.104 -0.18
S 2.3838 0.6437 2.2317 0.032 0.441 -0.071 0.53
O 2.9100 1.5981 3.1185 -0.222 0.225 -0.162 -0.15
O 0.7178 0.7670 2.1306 0.490 -0.722 -0.212 -0.40
O 2.4554 1.1028 0.7226 0.161 -0.438 0.411 -0.40
```
Forces are in eV/Å.

The frontier orbital gap comes out at 4.82 eV. The calculation puts the LUMO energy at -11.498 eV. For the largest force on an atom, the calculation gives 1.5 eV/A. The net charge is +3. The value obtained for the energy above the lowest of the compared OMol25 structures with the same formula, charge and spin is 0.0 kcal/mol.